(1)
Density functional theory data (ωB97M-V/def2-TZVPD) for C20H26N2O6 in the gas phase.

```
54
C20H26N2O6 | OMol25 | ωB97M-V/def2-TZVPD
C 4.99 2.56 -0.54
C 6.31 1.93 -0.13
C 6.35 0.40 -0.31
O 5.56 -0.27 0.66
C 4.26 -0.59 0.43
C 3.59 -1.11 1.54
C 2.27 -1.49 1.45
C 1.60 -1.37 0.24
N 0.23 -1.76 0.14
C -0.26 -2.94 0.66
O 0.40 -3.81 1.15
C -1.76 -2.94 0.47
C -2.07 -1.69 -0.35
N -3.12 -0.85 0.22
C -4.42 -0.85 -0.41
C -4.58 0.16 -1.55
C -3.69 -0.12 -2.76
C -2.72 -0.15 1.30
O -1.55 -0.23 1.67
C -3.70 0.71 2.08
C -3.81 2.13 1.51
C -2.44 2.54 0.98
O -1.61 3.15 1.60
O -2.29 2.11 -0.27
C -0.74 -0.94 -0.40
O -0.54 0.12 -0.95
C 2.26 -0.86 -0.87
C 3.58 -0.47 -0.77
H 4.78 2.38 -1.59
H 5.03 3.64 -0.38
H 4.17 2.16 0.05
H 7.12 2.35 -0.73
H 6.52 2.15 0.92
H 7.37 0.05 -0.13
H 6.07 0.12 -1.33
H 4.12 -1.20 2.47
H 1.75 -1.89 2.31
H -2.08 -3.87 -0.01
H -2.23 -2.89 1.46
H -2.36 -1.94 -1.38
H -5.18 -0.64 0.35
H -4.61 -1.86 -0.78
H -5.63 0.14 -1.85
H -4.34 1.16 -1.18
H -2.64 0.03 -2.50
H -3.83 -1.14 -3.12
H -3.94 0.56 -3.56
H -4.68 0.25 2.14
H -3.28 0.77 3.09
H -4.12 2.82 2.30
H -4.53 2.16 0.69
H -1.37 2.15 -0.57
H 1.73 -0.76 -1.81
H 4.06 -0.07 -1.65
```

The lowest unoccupied orbital energy comes out at 0.6 eV. As for the HOMO energy: -8.171 eV. The value obtained for the HOMO-LUMO gap is 0.3216 hartree. As for the spin multiplicity: 1.


(2)
Density functional theory data (ωB97M-V/def2-TZVPD) for C20H26O5SV as an isolated structure at a distorted geometry.

```
53
C20H26O5SV | OMol25 | ωB97M-V/def2-TZVPD
V -5.72 -10.13 9.17
C -7.04 -12.78 7.82
C -6.06 -12.17 6.86
O -4.98 -11.49 7.54
C -3.87 -12.33 7.88
C -3.50 -12.21 9.38
O -4.46 -11.42 10.12
C -4.59 -11.55 11.63
C -5.76 -10.75 12.11
O -6.73 -10.54 11.04
C -7.89 -11.37 11.05
C -7.75 -12.49 10.06
O -7.13 -11.88 8.93
H -6.54 -13.69 8.21
H -8.01 -13.04 7.32
H -6.57 -11.46 6.22
H -5.65 -12.90 6.14
H -3.02 -12.04 7.29
H -4.07 -13.38 7.62
H -2.51 -11.69 9.45
H -3.52 -13.25 9.78
H -3.64 -11.30 12.11
H -4.77 -12.63 11.73
H -5.49 -9.76 12.48
H -6.22 -11.23 13.00
H -8.65 -10.69 10.71
H -8.19 -11.79 12.05
H -8.77 -12.89 9.76
H -7.20 -13.39 10.43
O -4.73 -8.55 9.65
S -3.29 -8.00 10.04
C -3.64 -6.76 11.29
C -3.45 -7.18 12.60
C -4.14 -6.54 13.64
C -5.05 -5.55 13.31
C -5.08 -4.99 11.99
C -4.29 -5.57 10.99
C -2.72 -7.14 8.60
C -2.97 -7.66 7.34
C -2.30 -7.17 6.22
C -1.62 -5.96 6.33
C -1.35 -5.40 7.57
C -1.87 -6.04 8.72
H -2.84 -8.07 12.73
H -4.06 -6.91 14.70
H -5.75 -5.15 14.05
H -5.51 -4.07 11.80
H -4.30 -5.06 10.03
H -3.66 -8.49 7.24
H -2.28 -7.67 5.27
H -1.19 -5.47 5.45
H -0.81 -4.47 7.61
H -1.61 -5.70 9.70
```

Its total charge is +2. The lowest unoccupied orbital energy (spin up / spin down) comes out at -5.5 / -5.6 eV. As for the HOMO energy (spin up / spin down): -14.120 / -14.593 eV. The value obtained for the HOMO-LUMO gap (spin up / spin down) is 0.3154 / 0.3289 hartree. As for the spin multiplicity: 4.


(3)
Density functional theory data (ωB97M-V/def2-TZVPD) for C20H27AuIN3OS3 as an isolated structure.

```
56
C20H27AuIN3OS3 | OMol25 | ωB97M-V/def2-TZVPD
Au -1.28 0.05 -0.43
C -1.25 2.10 3.43
C -2.58 1.43 3.10
S -2.92 1.10 1.34
C -2.93 2.71 0.52
C -1.59 3.37 0.19
S -0.40 2.30 -0.68
C 1.13 2.37 0.30
C 1.02 2.53 1.80
S 0.05 1.20 2.56
H -1.06 2.05 4.51
H -1.23 3.15 3.15
H -3.41 2.03 3.50
H -2.64 0.45 3.56
H -3.54 3.40 1.12
H -3.49 2.53 -0.40
H -1.11 3.78 1.08
H -1.79 4.22 -0.47
H 1.73 3.20 -0.08
H 1.65 1.45 0.04
H 0.59 3.48 2.11
H 2.02 2.48 2.22
C 0.44 -0.24 -3.20
N -0.55 -0.82 -2.30
C -1.14 -1.94 -2.56
C -2.07 -2.48 -1.64
C -2.93 -3.58 -1.68
C -3.71 -3.51 -0.53
C -3.31 -2.37 0.16
N -2.32 -1.75 -0.50
C 1.79 -0.13 -2.55
C 2.47 1.08 -2.52
C 3.73 1.18 -1.94
C 4.33 0.05 -1.39
C 3.67 -1.17 -1.45
C 2.41 -1.26 -2.02
H 0.09 0.75 -3.52
H 0.49 -0.86 -4.10
H -0.91 -2.47 -3.49
H -2.98 -4.33 -2.46
H -4.48 -4.20 -0.22
H -3.69 -1.99 1.10
H 2.02 1.96 -2.98
H 4.26 2.12 -1.94
H 5.32 0.12 -0.96
H 4.16 -2.07 -1.08
H 1.91 -2.22 -2.07
N 0.74 -3.03 0.50
C 1.21 -1.97 1.17
O 0.78 -0.83 1.00
C 2.30 -2.28 2.18
I 2.63 -0.65 3.50
H -0.02 -2.90 -0.16
H 1.08 -3.96 0.67
H 3.25 -2.49 1.70
H 2.03 -3.12 2.81
```

Its total charge is +2. The lowest unoccupied orbital energy (spin up / spin down) comes out at -5.3 / -9.8 eV. As for the HOMO energy (spin up / spin down): -13.272 / -13.223 eV. The value obtained for the HOMO-LUMO gap (spin up / spin down) is 0.2938 / 0.1259 hartree. As for the spin multiplicity: 3.


(4)
Density functional theory data (ωB97M-V/def2-TZVPD) for C20H27AuN3S2 as an isolated structure at a distorted geometry.

```
53
C20H27AuN3S2 | OMol25 | ωB97M-V/def2-TZVPD
Au 0.50 0.07 -0.97
S -2.12 1.85 -0.43
S -1.99 -1.94 -0.29
C -3.90 2.07 -0.73
C -1.51 2.30 -2.09
C -1.74 1.19 -3.09
N -0.95 -0.04 -2.74
C -1.73 -1.31 -2.98
C -1.40 -2.37 -1.95
H -0.43 2.49 -2.00
H -2.04 3.21 -2.39
H -1.44 1.52 -4.10
H -2.81 0.92 -3.12
H -1.49 -1.67 -3.99
H -2.80 -1.06 -2.95
H -0.32 -2.52 -1.90
H -1.89 -3.32 -2.23
C -3.76 -2.23 -0.54
H -0.17 -0.07 -3.40
H -4.25 -1.39 -1.06
H -4.16 -2.31 0.47
H -3.92 -3.18 -1.07
H -4.32 2.18 0.28
H -4.34 1.18 -1.21
H -4.09 2.98 -1.31
C 2.62 0.13 -1.56
C 3.26 0.21 -0.31
H 2.57 1.04 -2.17
H 2.69 -0.83 -2.10
H 3.53 1.17 0.11
H 3.66 -0.68 0.17
C 1.86 -3.44 1.69
C 1.38 -2.67 0.63
N 1.16 -1.36 0.76
C 1.41 -0.71 1.92
C 1.97 -1.43 3.02
C 2.17 -2.81 2.88
C 2.38 -0.69 4.18
C 2.30 0.68 4.22
C 1.80 1.43 3.12
C 1.84 2.84 3.06
C 1.46 3.51 1.91
C 1.07 2.75 0.80
N 1.00 1.42 0.84
C 1.33 0.73 1.96
H 1.99 -4.52 1.54
H 1.16 -3.13 -0.34
H 2.58 -3.37 3.73
H 2.79 -1.26 5.02
H 2.65 1.23 5.10
H 2.20 3.39 3.94
H 1.47 4.59 1.83
H 0.80 3.24 -0.14
```

Its total charge is +3. The lowest unoccupied orbital energy (spin up / spin down) comes out at -9.8 / -13.0 eV. As for the HOMO energy (spin up / spin down): -17.286 / -17.277 eV. The value obtained for the HOMO-LUMO gap (spin up / spin down) is 0.2768 / 0.1578 hartree. As for the spin multiplicity: 3.


(5)
Density functional theory data (ωB97M-V/def2-TZVPD) for C20H27BrCrF2N2O2S as an isolated structure at a distorted geometry.

```
56
C20H27BrCrF2N2O2S | OMol25 | ωB97M-V/def2-TZVPD
Cr -0.35 -0.55 -0.24
O 1.15 -1.05 1.35
C 0.84 -0.28 2.58
C -0.62 -0.08 2.68
C -1.21 0.15 3.89
C -2.56 0.57 3.96
C -3.25 0.78 2.72
C -2.63 0.51 1.54
N -1.32 0.01 1.47
H 1.97 -0.70 0.98
H 1.37 0.68 2.51
H 1.19 -0.80 3.45
H -0.60 0.04 4.79
H -3.04 0.76 4.92
H -4.27 1.16 2.69
H -3.14 0.67 0.59
F -2.39 0.96 -1.77
C -1.91 -0.35 -1.59
F -3.07 -1.08 -1.13
H -1.76 -0.73 -2.59
C -0.79 -4.57 1.78
S -1.48 -3.02 1.47
C -3.10 -3.53 1.12
O -0.90 -2.59 0.10
H -1.00 -5.22 0.92
H -1.22 -4.98 2.71
H 0.28 -4.40 1.90
H -3.60 -3.78 2.07
H -3.06 -4.38 0.43
H -3.57 -2.66 0.66
C 2.75 3.92 -0.02
C 1.51 3.73 -0.90
C 0.45 4.80 -0.56
C 1.91 3.88 -2.39
C 0.93 2.37 -0.68
C 0.45 1.26 -0.50
H 3.19 4.91 -0.18
H 3.51 3.16 -0.25
H 2.48 3.83 1.04
H 0.85 5.81 -0.75
H 0.17 4.73 0.50
H -0.45 4.66 -1.16
H 2.34 4.88 -2.57
H 1.04 3.76 -3.04
H 2.65 3.12 -2.66
Br 1.94 -0.22 -5.48
C 1.83 -1.18 -3.87
C 2.53 -2.33 -3.69
C 2.42 -2.96 -2.48
C 1.59 -2.42 -1.51
N 0.91 -1.32 -1.71
C 1.02 -0.68 -2.85
H 3.16 -2.73 -4.49
H 2.96 -3.88 -2.28
H 1.44 -2.90 -0.55
H 0.48 0.25 -2.94
```

The lowest unoccupied orbital energy (spin up / spin down) comes out at 0.0 / -0.1 eV. As for the HOMO energy (spin up / spin down): -4.158 / -8.186 eV. The value obtained for the HOMO-LUMO gap (spin up / spin down) is 0.1541 / 0.2955 hartree. As for the spin multiplicity: 5.


(6)
Density functional theory data (ωB97M-V/def2-TZVPD) for C20H27BrN2O5S in the gas phase.

```
56
C20H27BrN2O5S | OMol25 | ωB97M-V/def2-TZVPD
C 7.15 1.20 1.00
C 6.53 1.30 -0.38
O 5.11 1.42 -0.31
C 4.40 0.30 -0.17
O 4.93 -0.81 -0.13
C 2.96 0.49 -0.08
C 2.13 -0.61 0.04
N 2.54 -1.91 0.08
C 1.65 -2.94 0.17
C 2.28 -4.30 0.20
O 0.46 -2.72 0.21
S 0.46 -0.23 0.12
C 0.83 1.49 0.00
C -0.08 2.55 -0.01
O -1.43 2.49 0.07
C -2.08 1.34 0.55
C -3.59 1.61 0.47
O -3.95 2.71 1.27
C -4.37 0.38 0.99
N -3.72 -0.87 0.65
C -4.20 -1.65 -0.48
C -4.15 -0.81 -1.76
C -3.24 -2.84 -0.61
C -5.63 -2.19 -0.27
C 0.45 3.83 -0.16
Br -0.78 5.27 -0.18
C 1.81 4.07 -0.28
C 2.70 3.02 -0.25
C 2.22 1.72 -0.11
H 6.82 0.29 1.50
H 8.23 1.18 0.92
H 6.86 2.06 1.61
H 6.78 0.41 -0.97
H 6.86 2.20 -0.90
H 3.56 -2.02 0.03
H 2.88 -4.45 -0.70
H 2.93 -4.38 1.06
H 1.51 -5.06 0.25
H -1.79 1.14 1.58
H -1.87 0.46 -0.06
H -3.84 1.82 -0.58
H -3.41 3.46 1.01
H -5.40 0.45 0.64
H -4.39 0.49 2.08
H -3.65 -1.47 1.46
H -3.15 -0.43 -1.92
H -4.42 -1.43 -2.62
H -4.85 0.02 -1.71
H -3.34 -3.50 0.24
H -2.21 -2.48 -0.64
H -3.44 -3.40 -1.52
H -5.91 -2.84 -1.10
H -6.35 -1.37 -0.22
H -5.69 -2.75 0.65
H 2.16 5.09 -0.39
H 3.75 3.20 -0.34
```

The lowest unoccupied orbital energy comes out at 0.4 eV. As for the HOMO energy: -7.835 eV. The value obtained for the HOMO-LUMO gap is 0.3037 hartree. As for the spin multiplicity: 1.


(7)
Density functional theory data (ωB97M-V/def2-TZVPD) for C20H27BrNO2PRu as an isolated structure at a distorted geometry.

```
53
C20H27BrNO2PRu | OMol25 | ωB97M-V/def2-TZVPD
C 0.90 -4.11 2.03
C 1.83 -3.15 1.64
C 1.47 -1.97 0.95
C 0.08 -1.71 0.81
C -0.87 -2.71 1.12
C -0.46 -3.90 1.74
C 2.58 -1.02 0.61
C 3.24 -0.69 -0.80
N 2.76 -0.95 -2.17
Ru -0.98 0.06 0.78
C -2.31 -2.51 0.75
P -2.29 -1.11 -0.47
H 2.89 -3.29 1.87
H -1.22 -4.65 1.99
H 1.24 -5.02 2.54
H -2.93 -2.21 1.61
H -2.73 -3.39 0.23
H 2.35 -0.04 1.08
H 3.45 -1.42 1.19
H 3.37 0.41 -0.74
C -3.85 -0.28 -0.50
C -2.19 -2.01 -2.04
H 4.26 -1.14 -0.75
C 2.02 -2.20 -2.40
C 2.07 0.20 -2.77
H -1.75 0.93 2.08
H 2.54 -2.84 -3.15
H 1.90 -2.78 -1.46
H 1.02 -1.97 -2.80
H 2.48 0.48 -3.76
H 1.00 -0.01 -2.92
H 2.16 1.11 -2.14
H -3.10 -2.60 -2.18
H -2.11 -1.28 -2.86
H -1.33 -2.69 -2.10
H -4.64 -0.99 -0.22
H -3.80 0.56 0.19
H -4.00 0.09 -1.52
H -2.39 0.60 1.66
Br -0.67 2.97 3.58
C -0.68 3.89 1.90
C -1.64 4.87 1.63
C -1.40 5.81 0.62
C -0.25 5.71 -0.17
C 0.61 4.61 -0.03
C 0.32 3.63 0.94
C 1.18 2.41 1.03
O 2.41 2.54 1.00
O 0.59 1.25 1.18
H -2.53 4.90 2.23
H -2.11 6.62 0.47
H -0.02 6.47 -0.91
H 1.51 4.50 -0.62
```

Its total charge is +2. The lowest unoccupied orbital energy (spin up / spin down) comes out at -7.2 / -9.6 eV. As for the HOMO energy (spin up / spin down): -13.850 / -13.843 eV. The value obtained for the HOMO-LUMO gap (spin up / spin down) is 0.2452 / 0.1546 hartree. As for the spin multiplicity: 5.


(8)
Density functional theory data (ωB97M-V/def2-TZVPD) for C20H27BrNO2PSn as an isolated structure at a distorted geometry.

```
53
C20H27BrNO2PSn | OMol25 | ωB97M-V/def2-TZVPD
C -2.58 0.20 -3.86
C -2.40 -0.98 -3.14
C -1.79 -0.97 -1.87
C -1.44 0.27 -1.29
C -1.37 1.38 -2.14
C -2.05 1.39 -3.37
C -1.60 -2.29 -1.17
C -0.30 -3.13 -1.41
N 0.96 -2.46 -1.51
Sn -1.70 0.99 0.92
C -0.71 2.66 -1.68
P 0.93 2.24 -0.90
H -2.78 -1.93 -3.53
H -2.14 2.33 -3.92
H -3.14 0.20 -4.79
H -1.32 3.15 -0.89
H -0.54 3.36 -2.51
H -1.67 -2.12 -0.09
H -2.43 -2.95 -1.45
H -0.20 -3.80 -0.54
C 1.39 3.94 -0.38
C 1.92 2.26 -2.46
H -0.44 -3.74 -2.32
C 1.35 -1.78 -2.71
C 1.95 -2.60 -0.48
H 0.99 2.35 2.56
H 1.92 -2.46 -3.38
H 0.46 -1.41 -3.25
H 2.01 -0.92 -2.46
H 2.60 -3.47 -0.67
H 2.59 -1.70 -0.44
H 1.46 -2.74 0.50
H 1.90 3.26 -2.90
H 2.95 1.99 -2.21
H 1.53 1.53 -3.19
H 1.44 4.62 -1.25
H 0.68 4.32 0.36
H 2.38 3.88 0.08
H 1.18 1.80 2.10
Br -3.00 0.44 3.96
C -1.14 0.15 4.37
C -0.46 0.99 5.26
C 0.79 0.59 5.75
C 1.32 -0.66 5.39
C 0.68 -1.45 4.43
C -0.48 -0.97 3.82
C -1.00 -1.68 2.60
O -1.13 -2.89 2.57
O -1.25 -0.90 1.55
H -0.90 1.94 5.54
H 1.33 1.25 6.43
H 2.24 -1.03 5.84
H 1.04 -2.44 4.13
```

Its total charge is +2. The lowest unoccupied orbital energy (spin up / spin down) comes out at -9.0 / -9.6 eV. As for the HOMO energy (spin up / spin down): -14.230 / -14.199 eV. The value obtained for the HOMO-LUMO gap (spin up / spin down) is 0.1911 / 0.1702 hartree. As for the spin multiplicity: 1.


(9)
Density functional theory data (ωB97M-V/def2-TZVPD) for C20H27ClN4O2 in the gas phase.

```
54
C20H27ClN4O2 | OMol25 | ωB97M-V/def2-TZVPD
C -0.54 3.05 3.39
C -1.55 2.01 2.89
N -1.01 0.84 2.22
C -0.20 0.01 3.10
C -0.27 -1.46 2.71
C -0.33 1.13 0.97
C -1.24 1.72 -0.11
C -2.53 0.93 -0.31
N -2.32 -0.49 -0.49
C -2.10 -1.03 -1.71
O -2.11 -0.39 -2.73
C -1.98 -2.56 -1.73
C -1.08 -3.19 -0.69
N 0.31 -2.79 -0.84
N 0.52 -1.56 -1.24
C 1.73 -1.11 -1.42
C 1.88 0.27 -1.88
C 2.98 1.04 -1.49
C 3.12 2.34 -1.94
C 2.17 2.87 -2.80
Cl 2.35 4.49 -3.37
C 1.07 2.12 -3.20
C 0.93 0.83 -2.74
C 2.85 -1.96 -1.17
C 2.64 -3.23 -0.75
C 1.30 -3.72 -0.54
O 1.00 -4.84 -0.14
H 0.02 3.48 2.56
H -1.06 3.85 3.91
H 0.17 2.59 4.08
H -2.14 1.65 3.74
H -2.24 2.50 2.20
H 0.86 0.33 3.10
H -0.59 0.11 4.11
H 0.19 -1.64 1.74
H -1.31 -1.78 2.68
H 0.25 -2.07 3.44
H 0.06 0.18 0.58
H 0.54 1.80 1.11
H -1.50 2.76 0.13
H -0.68 1.73 -1.04
H -3.18 1.05 0.56
H -3.04 1.30 -1.20
H -2.15 -1.02 0.34
H -1.64 -2.83 -2.73
H -2.99 -2.96 -1.61
H -1.09 -4.28 -0.79
H -1.41 -2.96 0.33
H 3.71 0.64 -0.81
H 3.96 2.94 -1.63
H 0.33 2.55 -3.86
H 0.07 0.24 -3.04
H 3.85 -1.59 -1.35
H 3.44 -3.92 -0.56
```

The lowest unoccupied orbital energy comes out at -0.1 eV. As for the HOMO energy: -8.560 eV. The value obtained for the HOMO-LUMO gap is 0.3107 hartree. As for the spin multiplicity: 1.


Q: Which molecular weight values were calculated for the entries above? A: 390.44 429.43 745.53 570.56 529.41 487.42 525.39 543.03 390.91, in g/mol.